*P*
The following is a quantum chemistry calculation of one molecule with the formula C3H6N2OS, from OMol25.

Cartesian coordinates (Å):
C: 2.9957 -0.2897 -0.0243
C: -0.7166 0.7786 -0.0154
C: -2.9913 -0.0830 -0.0062
H: 3.2084 0.1092 1.0020
H: 3.1008 0.5306 -0.7234
H: 3.6649 -1.1429 -0.2446
H: -1.1507 1.7780 -0.0793
H: -1.2641 -1.2056 0.0901
H: -3.3015 0.9674 -0.0286
N: 0.5553 0.6993 0.0485
N: -1.6261 -0.2554 -0.0164
O: -3.7885 -0.9981 0.0035
S: 1.3135 -0.8883 -0.0061

Calculated values
HOMO: -0.317 hartree
2S+1: 1
orbital gap: 9.5 eV
SMILES: CS/N=C\NC=O
charge: 0



*Q*
The following is a quantum chemistry calculation of one molecule with the formula C3H6N2OS, from OMol25.

Cartesian coordinates (Å):
C: -1.6940 0.2163 0.2432
C: -0.1551 0.2684 -1.5065
C: 1.1783 -0.7324 0.8111
N: -1.3375 0.0264 -0.8791
N: -2.1599 0.0671 1.3492
O: 2.3584 1.0304 -0.9354
S: 1.0709 0.8203 -0.2193
H: -0.2004 1.1769 -2.1930
H: 0.1513 -0.5959 -2.0864
H: 1.4619 -1.7167 0.4475
H: 1.8844 -0.3958 1.6321
H: 0.1232 -0.7120 1.3541
H: -2.6815 0.5469 1.9825

Calculated values
HOMO: -0.332 hartree
2S+1: 1
orbital gap: 9.7 eV
charge: 0



*P* ends up most stable, edging out the next structure by 2.120 eV.



*P*
The following is a quantum chemistry calculation of one molecule with the formula C3H6N2OS, from OMol25.

Cartesian coordinates (Å):
C: 1.1404 -0.1935 -0.2122
C: -1.1845 -0.7166 -0.0820
C: -2.5165 -0.5475 0.0246
H: 3.9403 0.6012 0.1035
H: 1.3187 -1.3344 -0.3235
H: -0.3823 2.1467 1.1117
H: -0.8316 -1.7173 -0.2296
H: -3.1938 -1.3786 0.0307
H: -2.9249 0.4609 0.0239
N: 2.0933 0.6326 0.0036
N: -0.1910 0.2510 -0.1928
O: 3.2952 -0.1007 -0.0628
S: -0.5633 1.8964 -0.1951

Calculated values
HOMO: -0.306 hartree
2S+1: 1
orbital gap: 9.1 eV
SMILES: C=CN(S)/C=N/O
charge: 0



*Q*
The following is a quantum chemistry calculation of a 2-piece molecular cluster, C3H6N2OS overall, from OMol25.

Cartesian coordinates (Å):
C: 1.2459 -0.2444 -1.9304
C: -0.2306 -1.1863 0.9107
C: -1.2025 1.0382 -0.1980
N: 1.3925 -1.3897 -2.1045
N: 1.1564 0.9579 -1.4429
O: 0.2626 1.2262 2.0207
S: -0.8375 0.4903 1.4270
H: -0.5881 -1.8851 1.6926
H: 0.9095 -1.2058 1.0328
H: -0.6859 -1.3704 -0.0933
H: -2.0553 0.5098 -0.5109
H: -0.8484 1.9737 -0.3110
H: 1.4814 1.0855 -0.4928

Calculated values
HOMO (spin up / spin down): -0.321 / -0.322 hartree
2S+1: 1
orbital gap (spin up / spin down): 5.9 / 5.9 eV
charge: 0



*P* ends up most stable, edging out the next structure by 3.032 eV.



*P*
The following is a quantum chemistry calculation of a 2-piece molecular cluster, C5H16N3 overall, from OMol25.

Cartesian coordinates (Å):
C: -0.2691 2.3095 -0.1259
C: -0.0532 0.6617 -1.9280
N: -0.5522 1.0387 -0.7561
N: 0.5817 1.5434 -2.7214
N: -0.4110 -0.5215 -2.4260
H: -1.2731 0.4445 -0.3821
H: 0.9086 2.4196 -2.3504
H: 1.2029 1.1591 -3.4206
H: -1.2046 -0.9959 -2.0264
H: -0.0799 -0.8831 -3.3030
H: 0.6341 2.3025 0.4830
H: -1.0807 2.5443 0.5587
H: -0.2248 3.1064 -0.8387
C: -0.0274 -1.8858 1.9370
C: 1.0464 -1.7141 0.8591
C: -0.5675 -0.5646 2.5233
H: -0.8264 -2.5224 1.5533
H: 0.3933 -2.4969 2.7365
H: 2.0545 -1.9325 1.2151
H: 1.0777 -0.7463 0.3613
H: -0.3047 -0.4768 3.5724
H: -0.2841 0.2754 1.8912
H: 0.9197 -2.4843 0.0979
H: -1.6605 -0.5807 2.4897

Calculated values
HOMO: -0.517 hartree
2S+1: 1
orbital gap: 10.9 eV
charge: +1



*Q*
The following is a quantum chemistry calculation of a 2-piece molecular cluster, C5H16N3 overall, from OMol25.

Cartesian coordinates (Å):
C: 0.8090 -1.5557 -1.5196
C: 0.1943 -2.1401 0.6892
N: 1.1618 -1.6112 -0.0971
N: -0.3052 -3.3426 0.4730
N: -0.1800 -1.4523 1.7813
H: 1.7701 -0.8131 0.1176
H: 0.2325 -4.0053 -0.0585
H: -0.7863 -3.8105 1.2447
H: 0.1553 -0.4786 1.8360
H: -0.5790 -1.7073 2.6685
H: 0.3179 -2.4461 -1.9456
H: 1.5690 -1.2413 -2.2739
H: 0.1161 -0.7185 -1.6116
C: -0.7862 1.7424 -0.1930
C: -1.2346 3.2197 -0.2554
C: 0.7204 1.6685 0.0270
H: -1.2966 1.2346 0.6282
H: -1.1717 1.3447 -1.1582
H: -0.8786 3.7999 -1.1333
H: -0.7474 3.7441 0.5417
H: 1.1544 0.6779 0.4531
H: 1.1387 2.0099 -0.9238
H: -2.3096 3.3654 0.0295
H: 0.9355 2.5158 0.6800

Calculated values
HOMO: -0.530 hartree
2S+1: 1
orbital gap: 11.1 eV
charge: +1



*R*
The following is a quantum chemistry calculation of an isolated ion of composition C5H16N3 and charge +1, from OMol25.

Cartesian coordinates (Å):
N: -2.0306 -0.4295 -1.1009
C: -0.7250 -1.2527 -1.1111
C: -0.5783 -1.9167 0.2476
C: 0.4351 -0.2481 -1.3463
N: 0.1284 1.1240 -0.9363
C: 0.0254 1.5447 0.4911
C: 1.1959 1.4979 1.4307
N: 1.7206 0.1964 1.8462
H: -2.6499 -0.8641 -1.7859
H: -1.7726 0.5211 -1.3946
H: -2.5014 -0.5967 -0.2121
H: -0.8177 -2.0631 -1.8155
H: -0.3649 -1.2127 1.0501
H: 0.2316 -2.6513 0.2718
H: -1.4547 -2.5478 0.4594
H: 1.3659 -0.6469 -0.9164
H: 0.7977 -0.3185 -2.3811
H: 0.7542 1.8418 -1.2678
H: -0.9393 1.2264 0.9475
H: -0.2186 2.5992 0.2984
H: 0.8676 1.9901 2.3529
H: 1.9954 2.1524 1.0426
H: 2.2238 0.2024 2.7211
H: 2.3112 -0.1484 1.1085

Calculated values
HOMO: -0.462 hartree
2S+1: 1
orbital gap: 9.4 eV
SMILES: C[C@@H]([NH3+])CNCCN
charge: +1



*P* ends up most stable, edging out the next structure by 0.975 eV.



*P*
The following is a quantum chemistry calculation of C3H5NO3S as an isolated structure, from OMol25.

Cartesian coordinates (Å):
C: -0.9510 -1.6158 0.6252
C: 1.2112 0.2842 -0.6275
C: 0.3849 1.6311 -0.6861
H: 0.4248 -0.4157 3.1705
H: -1.9066 -2.1280 0.3433
H: 2.3235 0.1236 0.2165
H: 1.6726 0.3673 -1.7658
H: -1.3759 2.2149 -0.3220
N: -0.8997 -1.3451 1.8627
O: 0.4052 -0.7561 2.1384
O: -0.6365 1.6789 0.1116
O: 0.5216 2.1098 -1.8624
S: -0.0647 -1.0503 -0.8532

Calculated values
HOMO: -0.334 hartree
2S+1: 1
orbital gap: 9.4 eV
charge: 0



*Q*
The following is a quantum chemistry calculation of one molecule with the formula C3H5NO3S, from OMol25.

Cartesian coordinates (Å):
C: -1.9509 -0.9155 0.4152
C: 0.7538 -0.0519 -0.5265
C: 2.1533 -0.4848 -0.1705
H: -1.7702 -0.4168 1.3068
H: -2.7128 -1.6977 0.7880
H: -2.4559 -0.3924 -0.3914
H: -1.1195 2.4797 -0.1759
H: 2.7012 1.4518 0.2082
N: 0.3662 1.1664 -0.2623
O: -0.9707 1.5952 -0.4839
O: 3.0523 0.4547 0.0553
O: 2.3952 -1.7150 -0.1858
S: -0.4419 -1.4738 -0.5773

Calculated values
HOMO: -0.333 hartree
2S+1: 1
orbital gap: 8.8 eV
SMILES: CS/C(=N\O)C(=O)O
charge: 0



*R*
The following is a quantum chemistry calculation of C3H5NO3S as an isolated structure, from OMol25.

Cartesian coordinates (Å):
C: -1.0565 -0.3776 0.2661
C: -0.3514 -1.4555 1.0428
C: -0.1395 1.4844 -1.1240
N: -0.0123 0.2473 -0.3707
O: -2.1945 -0.1726 -0.0450
O: 2.0786 -1.3046 -0.4440
O: 1.8865 0.3672 1.4124
S: 1.3177 -0.5357 0.4674
H: -0.4900 -1.4731 2.1283
H: -0.4523 -2.4649 0.6216
H: 0.2698 1.6123 -2.0699
H: -1.1341 1.7687 -1.2414
H: 0.2779 2.3042 -0.6436

Calculated values
HOMO: -0.385 hartree
2S+1: 1
orbital gap: 10.9 eV
charge: 0



*R* ends up most stable, edging out the next structure by 1.438 eV.